This record from the OMol25 dataset describes a 14-piece molecular cluster, C75H179N11O14 overall at a distorted geometry. The level of theory is ωB97M-V with the def2-TZVPD basis set.

## Properties
* orbital gap: 8.20 eV
* 2S+1: 1
* E_LUMO: 0.0069 Eh
* maximum force: 0.09896 Eh/bohr

Each line ends with the Mulliken charge.
Positions of all 279 atoms, in Å:
C 0.1948 6.8648 -2.8428  -1.3098
C 1.6546 7.2298 -2.8742  1.7106
C 2.5189 6.3691 -3.8570  -1.1165
O 2.3399 5.0067 -3.4988  -0.0301
C 2.8293 3.9888 -4.3601  -0.3475
N 1.8011 8.6384 -3.2501  -0.7893
H -0.3794 7.1942 -1.9769  0.3584
H 0.1754 5.7772 -2.9124  0.0971
H -0.4161 7.0277 -3.7307  0.4324
H 2.0947 7.0470 -1.8939  -0.4994
H 3.5649 6.6088 -3.6660  0.3468
H 2.1976 6.5842 -4.8761  0.3531
H 2.3669 4.0986 -5.3411  0.3641
H 2.6626 2.9817 -3.9779  -0.2288
H 3.9142 4.0124 -4.4628  0.3177
H 1.0870 8.9764 -3.8793  0.2816
H 1.6857 9.2224 -2.4342  0.2796
C 1.8348 2.8917 8.7846  -1.4524
C 1.1443 1.5575 8.6972  0.6852
C 1.6214 0.7242 7.4664  -0.7555
O 1.2661 1.2940 6.1637  0.0672
C 2.1070 0.8883 5.0616  -0.2440
N 1.4941 0.8340 9.8623  -0.8025
H 2.8231 2.8933 9.2444  0.4153
H 1.4292 3.4502 9.6282  0.4865
H 1.8647 3.3802 7.8107  0.0837
H 0.0601 1.6694 8.6891  0.2893
H 1.1818 -0.2728 7.4946  -0.0463
H 2.7009 0.5824 7.5173  0.5297
H 1.6711 1.3207 4.1609  -0.4983
H 2.2270 -0.1766 4.8626  0.1481
H 2.9942 1.4678 5.3171  0.5885
H 2.4993 0.8366 9.9614  0.2838
H 1.3797 -0.1695 9.8690  0.2670
C 2.0331 5.7078 0.7642  -0.5715
C 1.1799 6.5559 1.6984  0.3236
C -0.0649 5.7586 2.2575  -0.5694
O 0.3625 4.7083 3.1081  0.3382
C -0.7248 4.0093 3.7623  -0.1169
N 1.9806 7.1189 2.7749  -0.8469
H 2.8423 6.2859 0.3181  0.5597
H 1.4386 5.3304 -0.0679  -0.0207
H 2.5406 4.8744 1.2499  -0.3480
H 0.8301 7.4318 1.1521  0.4963
H -0.4727 5.2666 1.3744  -0.3274
H -0.8054 6.3851 2.7546  0.6017
H -1.4831 3.7464 3.0247  -0.2038
H -1.1461 4.5676 4.5983  0.4423
H -0.4254 3.0635 4.2139  -0.2162
H 1.3723 6.9254 3.5577  0.4161
H 2.7015 6.4558 3.0213  -0.0383
C 1.8793 -4.5537 6.6863  -1.6637
C 1.2758 -3.3699 5.9793  1.2792
C 1.8734 -3.1700 4.5339  -0.2025
O 3.2706 -2.9452 4.6206  -0.4269
C 3.9520 -2.9549 3.3994  -0.5401
N -0.1762 -3.5428 5.9213  -0.3751
H 1.4770 -4.7406 7.6820  0.4241
H 2.9552 -4.5987 6.8554  0.3315
H 1.6365 -5.4547 6.1229  0.3607
H 1.4677 -2.4335 6.5032  -0.6502
H 1.4984 -2.2811 4.0266  -0.3014
H 1.6179 -4.0563 3.9533  0.7218
H 3.9601 -3.9036 2.8626  0.3147
H 4.9878 -2.7432 3.6648  0.4541
H 3.7133 -2.1121 2.7507  0.0059
H -0.5460 -4.2263 5.2761  0.1066
H -0.6746 -3.6993 6.7857  0.2599
C 5.3505 3.6309 1.6065  -0.6325
C 5.0751 4.6593 2.6912  0.6520
C 4.1738 4.2694 3.9339  -0.4803
O 3.8475 5.3696 4.7696  -0.4617
C 3.0376 5.0690 5.8717  -0.7615
N 6.4630 4.9815 3.1698  -0.8073
H 5.8135 4.0539 0.7150  0.3913
H 4.3413 3.3164 1.3405  -0.3608
H 5.8658 2.7348 1.9521  0.4427
H 4.6353 5.5384 2.2202  -0.0352
H 4.6290 3.4394 4.4742  0.7159
H 3.2569 3.8723 3.4984  -0.1638
H 2.7293 5.9879 6.3705  0.4174
H 3.5635 4.4623 6.6089  0.4594
H 2.1141 4.5806 5.5609  0.0629
H 6.8402 4.1564 3.6136  0.3070
H 6.2871 5.4719 4.0350  0.3373
C 6.5183 2.5355 -2.6113  -1.8559
C 6.6008 1.8945 -1.2160  2.4044
C 6.7803 0.3949 -1.2853  -1.4086
O 5.5471 -0.1097 -1.8123  0.3770
C 5.6291 -1.5196 -2.1617  -1.4542
N 7.7477 2.4837 -0.6044  -0.6547
H 5.6106 2.2010 -3.1135  0.1336
H 7.2840 2.3837 -3.3721  0.3128
H 6.4786 3.6097 -2.4305  0.4816
H 5.7036 2.1456 -0.6504  -0.7430
H 6.9328 0.0467 -0.2638  0.3053
H 7.6079 0.1116 -1.9357  0.3259
H 6.1285 -2.1359 -1.4141  0.4895
H 6.2857 -1.6946 -3.0140  0.6244
H 4.6658 -1.9573 -2.4234  0.3589
H 8.6143 2.0966 -0.9499  0.2706
H 7.7573 2.3371 0.3949  0.2675
C -6.2708 -5.6662 3.3118  -1.7639
C -5.9157 -5.7356 1.8261  1.6127
C -6.1509 -4.4395 1.1519  -1.7818
C -5.0713 -3.3002 1.3654  -0.6889
C -3.6799 -3.7887 0.9407  0.5370
C -3.3168 -5.1673 1.6262  1.7537
N -4.5010 -6.1080 1.6718  0.8338
O -4.2013 -7.4520 1.8939  -0.5450
C -2.2192 -5.7426 0.6183  -1.8854
C -2.7438 -4.8918 3.0253  -1.8148
C -6.8813 -6.7931 1.2643  -1.9799
H -7.2306 -5.2135 3.5605  0.4264
H -5.6305 -5.0028 3.8932  0.2764
H -6.3660 -6.6507 3.7700  0.4040
H -6.2656 -4.6381 0.0863  0.3994
H -7.1348 -4.0262 1.3738  0.5570
H -5.0491 -3.0318 2.4217  0.2865
H -5.3952 -2.3507 0.9392  0.4040
H -3.0113 -3.0379 1.3620  -0.5670
H -3.7450 -3.7883 -0.1474  0.0256
H -1.2971 -5.1644 0.6778  -0.0407
H -1.8137 -6.7294 0.8418  0.6519
H -2.6211 -5.8473 -0.3895  0.5848
H -1.7295 -4.4955 2.9756  0.1988
H -3.2984 -4.1050 3.5367  0.2525
H -2.7934 -5.7343 3.7151  0.3893
H -6.6891 -7.6613 1.8947  0.4600
H -6.6580 -7.0743 0.2352  0.3698
H -7.9163 -6.4616 1.3472  0.3762
H -4.0800 -7.8005 1.0077  0.3179
C -3.9201 5.1057 0.9181  -1.4256
C -4.1982 4.0024 -0.1937  1.2842
C -3.6100 2.6033 0.3021  0.5285
C -4.5605 1.8262 1.2790  -0.7126
C -5.9406 1.6457 0.6411  -0.4186
C -6.6113 3.0151 0.1308  1.4752
N -5.6066 3.7858 -0.6148  1.2483
O -6.1934 4.9139 -1.2669  -0.5714
C -7.7442 2.7472 -0.8191  -1.6369
C -7.1466 3.8432 1.3536  -1.9487
C -3.2905 4.3384 -1.4088  -0.9181
H -4.2935 6.1014 0.6791  0.4418
H -2.8596 5.2833 1.0969  0.0764
H -4.4494 4.8743 1.8425  0.2569
H -3.1639 1.9637 -0.4595  -0.1051
H -2.6533 2.7846 0.7921  -0.7454
H -4.6646 2.4001 2.1998  0.6322
H -4.1765 0.8618 1.6116  -0.0367
H -6.4933 1.2346 1.4858  0.6481
H -5.8520 0.9807 -0.2180  -0.6055
H -7.3048 2.4452 -1.7698  0.1600
H -8.4128 2.0147 -0.3671  0.4026
H -8.3247 3.5756 -1.2253  0.3724
H -8.0565 3.4130 1.7720  0.4682
H -6.4572 3.9587 2.1900  0.2805
H -7.2988 4.8548 0.9772  0.3866
H -2.2539 4.2968 -1.0743  -0.0387
H -3.4061 5.3733 -1.7310  0.4667
H -3.2965 3.6292 -2.2365  -0.2770
H -6.4035 4.6730 -2.1721  0.2929
C -4.2580 -1.3933 -1.9069  -0.7430
C -5.1460 -0.8288 -3.0921  2.1039
C -4.9014 0.7471 -3.2401  -0.4803
C -3.5793 1.2505 -3.9237  0.3920
C -3.5024 0.5467 -5.2798  -1.9633
C -3.6603 -0.9904 -5.2791  1.9412
N -4.7916 -1.3818 -4.4338  0.2820
O -4.9146 -2.8144 -4.3853  -0.5493
C -4.0400 -1.3387 -6.7714  -1.9992
C -2.2423 -1.6895 -5.0068  -1.9391
C -6.6710 -1.0999 -2.8191  -2.0147
H -4.5328 -2.4200 -1.6648  0.7368
H -4.2380 -0.6642 -1.0970  -0.0172
H -3.2228 -1.4038 -2.2482  -0.4831
H -5.8057 1.2421 -3.5942  0.4996
H -4.9182 1.0976 -2.2081  -0.3751
H -2.7550 1.0448 -3.2408  -0.5844
H -3.5840 2.3271 -4.0945  0.5392
H -2.4850 0.7983 -5.5796  0.4267
H -4.2212 1.0013 -5.9615  0.5176
H -3.2682 -1.3466 -7.5411  0.3179
H -4.3734 -2.3713 -6.8747  0.4214
H -4.8546 -0.6918 -7.0970  0.4169
H -1.5710 -1.3208 -5.7824  0.7887
H -1.8584 -1.4746 -4.0095  0.2434
H -2.3646 -2.7526 -5.2143  0.1498
H -6.9279 -2.0820 -2.4222  0.2378
H -7.2686 -0.9039 -3.7094  0.4721
H -7.0035 -0.4131 -2.0407  0.2927
H -4.2984 -3.0290 -3.6812  0.1406
C 5.4491 -4.0558 -4.9395  -1.7134
C 4.1980 -3.5850 -5.7768  1.5913
C 2.9975 -4.4295 -5.4786  -0.6841
C 1.6600 -3.8382 -5.8745  -1.2818
C 1.4186 -2.4716 -5.2372  0.2606
C 2.6140 -1.4823 -5.5133  1.8559
N 3.8966 -2.1431 -5.3542  1.3890
O 5.0044 -1.3530 -5.5086  -0.6575
C 2.4583 -0.8563 -6.9423  -1.9175
C 2.4435 -0.3601 -4.4638  -2.1316
C 4.5784 -3.7630 -7.2837  -1.8438
H 5.3899 -3.8939 -3.8632  0.1067
H 6.3417 -3.5308 -5.2796  0.4330
H 5.6130 -5.1322 -4.9901  0.4143
H 3.0562 -5.4462 -5.8671  0.6828
H 2.8189 -4.5361 -4.4086  -0.5427
H 0.8611 -4.5687 -5.7471  0.4418
H 1.6972 -3.6581 -6.9489  0.4975
H 1.2408 -2.5590 -4.1654  -0.3928
H 0.5336 -2.0270 -5.6925  -0.3044
H 2.2614 -1.5623 -7.7491  0.3063
H 1.9898 0.1233 -7.0372  0.4330
H 3.4530 -0.4806 -7.1820  0.5023
H 2.4341 -0.8167 -3.4741  -0.1684
H 3.1120 0.5008 -4.4702  0.6923
H 1.4388 0.0619 -4.4875  0.5330
H 5.3949 -3.0862 -7.5351  0.4161
H 3.7485 -3.3705 -7.8713  0.3209
H 4.9777 -4.7311 -7.5862  0.4222
H 5.2515 -1.3544 -4.5810  0.2219
C 0.3927 1.8647 1.0783  0.3756
C 0.9640 1.2860 -0.2934  2.9217
C 2.4983 0.9904 -0.1014  -0.3670
C 2.7403 -0.3117 0.7266  -0.5467
C 1.9408 -1.5082 0.1769  -1.6427
C 0.4022 -1.2183 0.1026  2.4912
N 0.2194 0.0518 -0.6616  0.1330
O -1.0549 0.2485 -1.0329  1.2736
C -0.1855 -2.3981 -0.7357  -1.5732
C -0.2649 -1.2194 1.4846  0.0674
C 0.8802 2.3632 -1.3848  -1.7275
H 0.7353 1.2176 1.8858  -0.5923
H -0.6785 2.0004 0.9291  -0.4954
H 0.7773 2.8613 1.2951  -0.4781
H 2.9410 0.7851 -1.0760  0.1375
H 3.0164 1.8666 0.2884  -0.5444
H 2.4635 -0.1326 1.7655  -0.4915
H 3.7957 -0.5592 0.8401  0.8646
H 2.1726 -2.4487 0.6768  0.3567
H 2.3408 -1.7181 -0.8151  0.2649
H 0.2494 -3.3279 -0.3692  0.6031
H -1.2744 -2.3920 -0.6873  0.4816
H 0.0584 -2.4125 -1.7979  -0.5493
H -0.7092 -2.1826 1.7357  -0.0204
H 0.5491 -0.9148 2.1423  -1.0731
H -1.1110 -0.5533 1.6533  -0.3311
H 1.6278 3.1494 -1.2792  0.3906
H -0.1140 2.8098 -1.3991  -0.1174
H 1.2477 1.9967 -2.3433  -0.1421
H -0.9889 -0.3215 -1.8025  -0.1483
C -3.0150 -0.7211 4.4785  -0.9251
C -1.6061 -0.3586 5.0201  0.8004
O -1.6151 0.9990 5.3197  -0.5591
H -3.3034 -1.7702 4.4143  0.1770
H -3.1149 -0.2943 3.4805  -0.0879
H -3.8166 -0.3056 5.0891  0.4957
H -0.8338 -0.7007 4.3311  -0.2758
H -1.3377 -0.8998 5.9274  0.2937
H -0.8407 1.1661 5.8619  0.1071
C -0.7795 -5.0930 -3.3741  0.0407
C -2.0580 -5.6358 -3.9877  -0.7353
O -3.2556 -5.0560 -3.3445  -0.3425
H -0.6137 -4.0221 -3.4924  -0.3932
H 0.1331 -5.5831 -3.7132  0.4112
H -0.9185 -5.2032 -2.2987  0.0393
H -2.0286 -6.7243 -3.9374  0.5291
H -2.1608 -5.2880 -5.0156  0.3306
H -3.9535 -5.6685 -3.5880  0.1933
C 3.9765 -5.8462 -1.0904  -1.0850
C 4.5181 -5.0497 0.1233  0.8669
O 5.6801 -4.3342 -0.2218  -0.5525
H 3.1259 -6.4808 -0.8417  0.4054
H 4.6712 -6.5751 -1.5077  0.3965
H 3.7143 -5.1952 -1.9244  -0.0377
H 4.5841 -5.7428 0.9620  0.3482
H 3.7356 -4.3360 0.3811  -0.5589
H 5.8919 -3.6620 0.4300  0.3105

Atomic forces in eV per Å
C -0.54 -2.15 -0.35
C -0.09 0.46 -1.11
C -0.58 -0.22 1.04
O -0.43 -0.85 0.40
C 0.34 0.73 -0.22
N 0.87 0.53 0.49
H 0.28 0.10 0.07
H -0.18 -0.43 0.84
H 0.38 1.04 -0.35
H -0.07 0.27 0.11
H 0.10 0.42 -0.46
H 0.19 -0.10 -0.30
H 0.02 -0.18 -0.21
H -0.65 0.27 0.37
H 0.27 0.44 -0.16
H -0.14 -0.47 -0.26
H 0.23 0.06 0.17
C 0.05 0.66 0.62
C 0.54 -0.75 -1.64
C -0.55 0.50 -1.22
O -0.58 -0.77 0.83
C -0.39 1.56 0.81
N 1.07 -1.10 1.93
H 0.71 -0.95 -0.78
H -1.05 0.58 -0.61
H -0.20 0.38 0.36
H -0.06 0.15 -0.31
H -0.18 -0.18 0.23
H 0.29 0.22 0.06
H -0.12 0.12 0.05
H 0.15 -0.16 0.64
H 0.84 -0.73 -0.75
H 0.40 0.66 0.21
H -1.11 -0.22 -0.44
C -0.02 0.07 -0.37
C -0.32 -0.49 0.24
C 1.13 -0.48 -1.15
O -0.05 -0.40 1.08
C 0.37 0.13 -0.46
N -0.23 -0.54 0.78
H -0.03 0.32 0.05
H -0.04 -0.17 -0.02
H -0.34 -0.17 0.27
H -0.55 -0.23 -0.35
H -0.73 0.19 -0.21
H -0.01 0.26 -0.01
H -0.27 0.18 -0.01
H -0.17 0.48 -0.21
H 0.68 0.06 -0.32
H -0.02 0.78 0.84
H 0.60 -0.07 -0.17
C 0.79 -1.10 0.39
C -0.09 0.14 -0.61
C -0.23 0.24 0.90
O -0.25 -0.73 0.50
C 1.16 0.60 0.31
N -0.63 0.70 -0.77
H -0.42 0.39 0.03
H 0.18 0.53 -0.40
H -0.05 -0.11 -0.18
H 0.07 0.01 0.21
H -0.83 -0.04 0.05
H 0.16 -0.24 -0.30
H -0.48 -0.15 -0.01
H 0.19 -0.21 0.07
H -0.70 -0.04 -0.28
H 0.49 -0.12 -0.25
H 0.56 0.17 0.28
C -2.30 -0.37 0.22
C 2.10 0.06 1.59
C -0.46 -0.42 -1.72
O 1.04 0.32 -0.81
C -0.36 -0.12 0.13
N -0.98 0.85 0.81
H 0.19 0.11 0.35
H -0.07 -0.52 -0.63
H 0.24 0.13 0.14
H 0.14 0.17 0.13
H 0.32 -0.01 0.34
H -0.54 -0.16 0.07
H 0.28 0.19 -0.20
H 0.09 -0.25 0.03
H -0.10 -0.34 -0.09
H 0.19 -0.86 -0.54
H 0.23 1.17 0.18
C -1.36 0.24 -0.05
C 1.14 -0.13 -1.82
C -1.74 0.06 -0.22
O 0.17 -1.89 -0.25
C 0.60 0.69 0.07
N 0.80 0.72 1.38
H -0.26 0.18 0.04
H 0.64 -0.46 0.62
H -0.19 0.06 -0.22
H -0.02 -0.07 -0.05
H 0.17 -0.46 0.13
H 0.26 0.03 0.00
H -0.37 0.15 0.56
H 0.19 0.41 -0.46
H -0.23 0.43 0.30
H 0.07 -0.01 -0.27
H 0.03 0.04 0.21
C -0.52 0.66 1.15
C 0.07 -0.64 1.40
C 0.32 2.49 -1.23
C -0.94 -1.38 0.90
C -1.69 0.03 1.23
C 0.04 -0.61 -1.45
N 0.39 1.46 -1.68
O 0.19 0.14 0.52
C -0.30 -0.64 1.19
C -0.13 0.30 0.21
C 1.03 -0.34 0.11
H -0.53 0.04 -0.71
H 0.63 -0.36 -0.06
H 0.63 -0.07 0.03
H 0.48 0.01 -0.38
H -0.09 -0.14 0.56
H -0.01 -0.27 0.40
H 0.14 -0.19 -0.69
H 0.58 -0.07 -0.61
H 0.82 -0.42 0.00
H -0.29 0.67 -0.37
H -0.46 -0.35 0.57
H 0.01 0.54 -0.05
H 0.23 -0.20 -0.11
H -0.32 0.12 -0.13
H 0.19 -0.31 -0.36
H -0.51 -0.26 -0.24
H -0.01 0.17 -0.13
H 0.10 0.00 0.07
H 0.03 -0.28 -0.12
C -0.93 -0.25 -0.46
C 0.98 -0.71 0.01
C -0.33 0.02 1.26
C 0.44 1.26 -1.17
C 0.13 1.43 -0.05
C 0.94 0.59 2.05
N 1.02 -0.64 -1.05
O 0.43 0.45 1.17
C -0.20 -0.42 -0.89
C 0.37 -0.11 -0.46
C 0.17 0.49 0.51
H -0.29 -0.07 -0.62
H 0.07 -0.55 0.05
H 0.32 -0.31 0.16
H -1.02 -0.13 -0.85
H -0.12 0.68 0.64
H -0.03 0.20 0.07
H 0.23 -0.08 -0.33
H -0.87 -0.25 -0.59
H -0.27 -0.26 0.13
H 0.10 -1.09 0.06
H -0.06 -0.15 -0.39
H -0.11 0.53 1.08
H -0.17 0.10 -0.19
H 0.31 -0.33 -0.12
H -0.46 0.00 0.07
H 0.15 -0.01 0.35
H -0.35 -0.08 -0.32
H -0.66 0.06 0.00
H 0.30 -0.48 -0.10
C -0.05 0.73 -1.64
C 0.71 0.89 -0.90
C -0.03 -0.08 1.43
C -2.08 -1.45 0.35
C 1.05 0.27 0.95
C 1.15 0.10 -1.04
N -0.89 -0.49 0.18
O 0.09 0.98 -0.09
C -0.43 -0.81 0.42
C -1.70 0.54 -0.53
C 0.79 0.57 0.13
H -0.14 0.24 0.45
H -0.44 -0.45 0.40
H 0.19 -0.15 -0.09
H 0.03 -0.22 -0.83
H 0.25 0.15 0.26
H 0.27 -0.21 -0.19
H -0.22 0.01 0.17
H -0.03 -0.26 -0.91
H 0.02 -0.01 0.05
H 0.59 0.78 0.41
H -0.40 -0.09 0.51
H 0.00 -0.06 0.01
H 0.11 0.18 0.23
H 0.13 -0.18 -0.01
H 0.11 -0.14 0.48
H 0.44 -0.23 -0.30
H 0.16 -0.04 -0.05
H 0.03 0.27 0.07
H 0.36 -0.83 0.11
C -0.51 0.23 -0.09
C 1.25 0.47 0.08
C -1.51 -0.42 1.33
C 0.33 0.71 -1.42
C 0.81 -0.19 -0.46
C -1.36 0.86 -0.83
N -1.31 -3.50 0.30
O 0.48 0.84 0.09
C 1.83 0.40 0.17
C -0.42 -0.25 0.52
C 0.15 1.67 0.46
H -0.49 0.39 0.08
H 0.01 -0.15 -0.14
H -0.07 -0.07 -0.56
H 0.44 0.05 -0.20
H 0.81 -0.18 0.54
H -0.09 0.18 0.34
H -0.21 -0.03 -0.35
H 0.12 -0.03 0.19
H 0.00 0.11 0.17
H -0.58 0.07 0.15
H -1.20 -0.47 0.27
H 0.58 -0.33 -0.06
H 0.55 -0.02 0.23
H 0.39 -0.31 -0.29
H -0.22 0.00 -0.55
H 0.14 0.26 0.23
H -0.09 -0.65 -0.36
H -0.68 -0.27 0.26
H 0.87 0.74 0.00
C 0.82 0.14 -1.55
C 0.46 0.63 1.55
C -0.78 -1.88 -0.23
C -0.36 0.44 0.45
C 0.07 1.07 -0.21
C 0.10 -0.32 -1.26
N 4.98 -0.57 0.85
O -2.18 0.14 -0.59
C -0.06 0.53 0.07
C 0.32 0.07 0.18
C 0.20 -0.27 0.01
H -0.71 0.02 0.11
H -0.12 -0.48 0.57
H 0.25 0.10 -0.15
H -0.03 0.13 -0.30
H -0.23 -0.04 0.27
H -0.33 0.09 0.26
H 0.23 0.04 -0.54
H -0.36 0.09 0.68
H -0.34 0.24 -0.49
H -0.39 -0.12 0.32
H -0.07 -0.35 0.26
H 0.35 0.55 -0.17
H 0.60 -0.37 0.17
H -0.44 -0.29 0.72
H 0.18 0.46 -0.56
H -0.13 0.26 0.92
H 0.03 -0.02 -0.48
H -0.83 -0.56 -0.30
H -1.25 0.28 -0.65
C 0.22 0.21 0.09
C -1.11 -1.60 0.42
O 0.03 0.96 -0.31
H 0.72 -0.27 -0.04
H -0.07 0.05 -0.08
H 0.25 0.40 0.19
H 0.15 0.42 -0.57
H -0.42 -0.40 0.21
H 0.42 0.27 0.01
C -0.53 0.43 0.86
C -0.34 1.39 -0.44
O 1.36 -0.92 0.12
H -0.33 0.09 -0.44
H -0.22 -0.29 0.02
H 0.43 -0.29 0.22
H -0.36 -0.01 0.06
H 0.32 -0.47 -0.33
H -0.36 0.16 0.06
C 0.56 -0.03 -0.09
C -1.51 -0.33 -0.89
O 0.51 -0.44 -0.29
H -0.28 0.41 0.33
H 0.54 0.18 0.22
H -0.14 0.16 0.12
H 0.67 0.03 0.21
H -0.21 0.12 0.18
H -0.19 -0.10 0.20